C7H15NO2 as an isolated structure at a distorted geometry. Source: the Open Molecules 2025 dataset; level of theory: the ωB97M-V functional and the def2-TZVPD basis.

```
25
Properties=species:S:1:pos:R:3:forces:R:3:mulliken_charge:R:1
C -1.144680 -0.305675 0.045708 1.456 -0.725 -0.465 1.579
C -2.024319 -1.411404 -0.520308 -0.029 -0.243 -0.172 -1.794
C -1.440771 -0.070799 1.518720 0.307 -0.109 0.117 -1.690
C -1.295771 0.962578 -0.780444 0.300 0.122 0.086 -1.477
H 0.801640 0.405390 0.119098 3.542 2.366 0.400 0.055
H -0.756743 1.800242 -0.326131 0.037 -0.031 -0.023 0.371
H -1.805524 -1.586512 -1.577333 0.039 0.034 0.140 0.381
H -3.085101 -1.143531 -0.443691 0.125 0.090 0.077 0.429
H -1.881578 -2.350715 0.019729 0.030 0.059 -0.018 0.416
H -2.462943 0.299678 1.662089 0.140 0.082 -0.196 0.452
H -0.750769 0.660311 1.954166 -0.080 -0.018 0.011 0.316
H -1.379246 -0.996804 2.096398 0.109 0.022 -0.082 0.391
H -2.342624 1.282273 -0.836335 0.080 -0.230 -0.037 0.455
H -0.905239 0.810208 -1.791115 -0.124 -0.009 0.061 0.321
C 2.635333 1.705751 -0.866709 -0.142 0.106 -0.043 -1.133
C 0.519899 -1.009959 -0.250068 -3.562 -1.451 -0.674 0.615
C 2.027752 1.018930 0.316615 -2.221 -0.315 1.203 0.419
N 0.949529 -1.773313 0.816770 0.337 0.256 0.118 -0.424
O 0.799778 -1.290144 -1.409859 0.181 0.682 0.846 -0.643
O 2.456247 1.038234 1.445443 -0.332 -0.299 -1.195 -0.518
H 1.060918 -1.311476 1.710533 -0.156 -0.016 -0.086 0.260
H 1.722586 -2.383563 0.584975 0.034 0.088 -0.021 0.269
H 2.971172 0.957671 -1.586548 -0.073 0.067 -0.061 0.293
H 3.457051 2.358564 -0.565009 0.031 -0.287 0.102 0.348
H 1.873401 2.334066 -1.336693 -0.028 -0.241 -0.088 0.309
```
Positions in Å, forces in eV/Å.

Results
**Total energy**: -13085.5753 eV
**ΔE to the lowest compared entry with this formula, charge and spin**: 2.706 eV
**Kohn-Sham gap**: 9.499 eV
**HOMO energy**: -0.322 hartree
**LUMO**: 0.74 eV